This record from the Open Molecules 2025 dataset describes a cluster of 9 separate species, C11H40N4O9 in total in a non-equilibrium geometry. The level of theory is ωB97M-V/def2-TZVPD.

Last column: Löwdin charge in e.
CARTESIAN COORDINATES (ANGSTROEM)
C -24.677 -3.560 4.433  -0.05
C -23.263 -3.298 3.865  -0.29
O -22.634 -4.490 3.504  -0.11
H -25.412 -3.237 3.696  0.07
H -24.918 -2.807 5.219  0.09
H -24.801 -4.516 4.787  0.03
H -22.612 -2.756 4.583  0.12
H -23.383 -2.624 3.059  0.09
H -21.685 -4.456 3.449  0.09
C -21.422 -5.781 0.543  -0.08
C -21.105 -4.435 -0.045  -0.34
O -20.872 -3.435 0.888  -0.06
H -21.588 -6.534 -0.304  0.12
H -22.208 -5.932 1.250  0.03
H -20.460 -6.148 0.917  0.07
H -21.861 -3.992 -0.755  0.13
H -20.168 -4.505 -0.573  0.11
H -20.576 -2.657 0.458  0.08
C -19.740 -7.716 4.475  -0.70
O -18.546 -8.270 4.169  -0.11
N -20.486 -7.236 3.540  0.17
N -20.143 -7.400 5.639  0.16
H -20.132 -7.587 2.637  0.12
H -21.462 -6.955 3.657  0.07
H -19.582 -7.858 6.381  0.14
H -21.135 -7.116 5.797  0.06
C -23.307 -7.677 5.237  -0.54
O -23.573 -9.052 5.409  -0.12
N -23.392 -7.075 4.081  0.15
N -22.826 -6.872 6.179  0.12
H -23.683 -7.537 3.194  0.07
H -23.379 -6.085 3.907  0.06
H -22.685 -7.266 7.175  0.10
H -22.722 -5.836 6.086  0.10
C -21.580 -11.122 6.921  -0.16
O -20.908 -10.134 6.173  -0.14
H -21.394 -12.038 6.393  0.08
H -22.601 -10.855 7.021  0.05
H -21.155 -11.118 7.933  0.07
H -21.127 -9.303 6.598  0.00
C -23.296 -9.310 1.926  -0.13
O -23.986 -8.089 1.664  -0.16
H -23.217 -9.977 1.031  0.09
H -23.688 -9.812 2.870  0.10
H -22.217 -9.033 2.099  0.08
H -23.763 -7.874 0.763  0.07
C -25.209 -4.870 1.077  -0.15
O -24.088 -4.020 0.902  -0.15
H -25.304 -5.276 2.111  0.08
H -25.062 -5.580 0.210  0.09
H -26.159 -4.286 0.839  0.10
H -23.309 -4.517 1.209  0.02
C -22.976 -8.642 8.987  -0.10
O -21.793 -8.224 8.278  -0.19
H -22.960 -7.966 9.889  0.10
H -22.929 -9.699 9.305  0.09
H -23.867 -8.333 8.481  0.08
H -21.047 -8.535 8.815  0.12
C -21.852 -4.604 8.330  -0.09
O -22.017 -4.345 6.922  -0.13
H -21.531 -3.783 8.929  0.08
H -21.172 -5.420 8.348  0.06
H -22.785 -4.976 8.697  0.08
H -21.243 -4.702 6.526  0.05

## Properties
**LUMO level**: 0.28 eV
**SMILES**: NC(N)=O.NC(N)=O.CCO.CCO.CO.CO.CO.CO.CO
**Energy relative to the best compared isomer or geometry (same formula, charge and spin)**: 335.11 kJ/mol
**2S+1**: 1
**Highest occupied orbital energy**: -8.549 eV
**Kohn-Sham gap**: 8.8 eV